# 1
{
  "formula": "C6H17NO",
  "method": "wB97M-V/def2-TZVPD",
  "gap_ha": 0.3697,
  "species": ["C", "N", "C", "C", "C", "C", "C", "H", "H", "H", "H", "H", "H", "H", "H", "H", "H", "H", "H", "H", "H", "H", "O", "H", "H"],
  "positions_angstrom": [[-2.523, -0.473, 0.283], [-1.183, -0.384, -0.290], [-0.136, -0.036, 0.679], [0.285, -1.299, 1.438], [1.008, 0.662, -0.090], [1.994, 1.284, 0.898], [1.772, -0.255, -1.015], [-2.938, -1.472, 0.352], [-3.269, 0.045, -0.328], [-2.553, -0.054, 1.290], [-0.961, -1.296, -0.630], [-0.556, 0.600, 1.454], [0.784, -2.018, 0.789], [1.028, -1.041, 2.194], [-0.589, -1.807, 1.852], [0.481, 1.429, -0.656], [1.542, 1.703, 1.805], [2.847, 0.692, 1.230], [2.432, 2.142, 0.382], [2.668, 0.235, -1.406], [1.238, -0.746, -1.840], [2.125, -1.139, -0.482], [-2.213, 1.046, -2.633], [-1.602, 0.797, -1.922], [-1.679, 1.385, -3.354]]
}

# 2
{
  "formula": "C38H50Cl4NO7OsSSi",
  "method": "wB97M-V/def2-TZVPD",
  "gap_ha": 0.2337,
  "total_charge": -1,
  "species": ["Os", "C", "C", "C", "C", "O", "Si", "S", "O", "C", "C", "C", "C", "O", "C", "C", "C", "C", "H", "H", "H", "H", "H", "H", "H", "H", "H", "H", "H", "H", "H", "H", "H", "H", "H", "H", "H", "H", "H", "H", "H", "H", "H", "H", "H", "Cl", "C", "C", "C", "Cl", "C", "O", "C", "C", "O", "C", "H", "H", "H", "Cl", "C", "C", "C", "C", "C", "Cl", "C", "N", "C", "C", "C", "C", "C", "C", "C", "C", "O", "O", "H", "H", "H", "H", "H", "H", "H", "H", "H", "H", "C", "C", "C", "C", "C", "H", "H", "H", "H", "H", "H", "H", "H", "H", "H"],
  "positions_angstrom": [[0.411, 0.525, 1.001], [-0.046, -3.622, 0.621], [0.402, -3.289, -0.795], [-0.738, -3.581, -1.770], [1.645, -4.092, -1.162], [0.715, -1.889, -0.801], [1.262, -0.888, -1.989], [1.016, 1.049, -1.244], [0.352, -1.172, -3.332], [0.541, -0.869, -4.711], [1.394, -1.968, -5.336], [-0.849, -0.846, -5.327], [1.216, 0.492, -4.866], [2.786, -1.289, -2.476], [4.094, -0.985, -1.991], [5.017, -2.032, -2.599], [4.131, -1.063, -0.470], [4.490, 0.410, -2.463], [-0.115, -4.706, 0.749], [-1.024, -3.180, 0.814], [0.662, -3.218, 1.346], [-1.128, -4.586, -1.584], [-0.409, -3.511, -2.807], [-1.535, -2.851, -1.616], [1.414, -5.161, -1.170], [2.437, -3.910, -0.433], [2.011, -3.806, -2.150], [0.897, -2.935, -5.226], [2.357, -2.016, -4.826], [1.560, -1.776, -6.400], [-1.349, -1.800, -5.147], [-0.797, -0.667, -6.405], [-1.444, -0.060, -4.861], [2.224, 0.463, -4.447], [0.648, 1.252, -4.326], [1.281, 0.770, -5.920], [4.735, -3.028, -2.251], [6.053, -1.840, -2.311], [4.945, -2.010, -3.689], [3.805, -2.048, -0.128], [3.471, -0.314, -0.034], [5.147, -0.884, -0.107], [4.480, 0.455, -3.555], [5.494, 0.661, -2.110], [3.783, 1.144, -2.072], [4.615, -0.147, 7.254], [3.747, -0.440, 5.761], [3.120, -1.696, 5.572], [2.410, -1.945, 4.443], [1.659, -3.494, 4.224], [2.263, -0.970, 3.374], [1.591, -1.189, 2.351], [2.983, 0.254, 3.593], [3.031, 1.233, 2.560], [2.498, 1.171, 1.445], [3.686, 0.508, 4.793], [3.211, -2.463, 6.329], [3.643, 2.126, 2.780], [4.175, 1.467, 4.928], [-4.412, 3.311, 1.475], [-4.111, 2.886, -0.186], [-3.910, 3.949, -1.059], [-3.569, 3.724, -2.377], [-3.406, 2.419, -2.819], [-3.611, 1.372, -1.947], [-3.372, -0.244, -2.541], [-3.997, 1.554, -0.603], [-4.155, 0.411, 0.171], [-4.871, 0.227, 1.358], [-6.144, 0.771, 1.515], [-6.860, 0.568, 2.682], [-6.334, -0.227, 3.690], [-5.096, -0.824, 3.503], [-4.348, -0.617, 2.350], [-3.049, -1.371, 2.155], [-1.813, -0.549, 1.834], [-1.087, -0.098, 2.732], [-1.501, -0.398, 0.600], [-3.990, 4.955, -0.670], [-3.410, 4.554, -3.052], [-3.119, 2.204, -3.840], [-3.384, -0.229, 0.022], [-6.560, 1.367, 0.712], [-7.831, 1.032, 2.801], [-6.889, -0.399, 4.603], [-4.693, -1.479, 4.267], [-3.180, -2.082, 1.332], [-2.828, -1.940, 3.056], [1.305, 4.054, 1.189], [0.076, 3.418, 1.872], [-1.052, 4.458, 1.838], [0.354, 3.068, 3.338], [-0.305, 2.182, 1.071], [1.755, 4.787, 1.867], [1.000, 4.567, 0.273], [2.050, 3.312, 0.912], [-0.700, 5.408, 2.252], [-1.913, 4.129, 2.426], [-1.389, 4.632, 0.812], [0.814, 3.915, 3.859], [1.003, 2.202, 3.435], [-0.581, 2.818, 3.844], [-0.962, 2.457, 0.219]]
}